No. 1
47
Properties=species:S:1:pos:R:3 method="wB97M-V/def2-TZVPD" homo_lumo_gap_ev=9.428 relative_energy_ev=5.4455 multiplicity=1 e_homo_ev=-12.17 charge=+1 total_energy_ha=-995.43277 molar_mass_g_mol=263.31
N -0.234 -1.404 1.162
C -0.978 -2.084 -0.065
C -0.569 -1.332 -1.420
C -1.421 -0.143 -1.771
O 0.819 -1.030 -1.240
C -2.423 -1.839 0.057
N -3.014 -2.210 1.363
C -3.782 -1.067 2.056
H 0.736 -1.598 0.988
H -0.685 -1.926 2.034
H -0.487 -0.417 1.185
H -0.511 -3.126 -0.086
H -0.552 -2.103 -2.229
H -0.847 0.299 -2.666
H -1.228 0.730 -1.109
H -2.358 -0.381 -2.283
H 0.859 -0.021 -1.000
H -2.833 -2.727 -0.589
H -2.835 -0.989 -0.259
H -3.576 -3.071 1.450
H -3.787 -1.033 3.103
H -3.286 -0.225 1.577
H -4.850 -0.991 1.660
H -1.199 2.974 0.720
H -2.461 3.937 0.555
O -1.555 4.012 0.653
H 4.169 0.787 -0.095
H 4.202 2.347 -0.009
O 3.813 1.687 0.471
H 2.752 -2.483 -1.108
H 3.636 -3.378 -2.018
O 3.693 -2.748 -1.321
H 2.443 0.391 1.605
H 2.459 1.775 1.871
O 1.847 1.078 1.957
H 4.390 -1.332 -0.151
H 4.463 -0.448 -1.328
O 4.888 -0.463 -0.556
H 0.428 2.177 -1.290
H 1.732 1.927 -0.561
O 0.999 1.522 -0.786
H -0.287 3.893 -2.767
H -1.009 3.787 -1.460
O -0.601 3.231 -2.076
H 0.374 1.237 1.550
H -0.733 1.545 2.555
O -0.601 1.235 1.673

***

No. 2
85
Properties=species:S:1:pos:R:3 method="wB97M-V/def2-TZVPD" homo_lumo_gap_ev="7.576 / 6.044" multiplicity=5 e_homo_ev="-10.68 / -11.29" charge=+1 total_energy_ha=-4663.72392 molar_mass_g_mol=742.62
Rh -0.306 1.647 1.169
O -1.843 0.506 1.974
C -2.993 0.668 2.437
C -3.573 -0.277 3.364
C -4.841 -0.088 3.749
C -5.647 0.936 3.147
C -5.235 1.663 2.099
C -3.840 1.644 1.886
C -3.349 2.669 1.075
N -2.061 2.901 0.733
N -1.923 3.929 -0.051
C -0.696 4.002 -0.533
O 0.158 3.051 -0.526
C -0.320 5.243 -1.284
C -1.174 6.337 -1.457
C -0.744 7.471 -2.116
C 0.550 7.537 -2.615
C 1.471 6.522 -2.324
C 1.019 5.336 -1.714
H -2.915 -1.119 3.704
H -5.194 -0.691 4.541
H -6.722 0.868 3.396
H -5.923 2.392 1.636
H -4.040 3.371 0.567
H -2.219 6.089 -1.179
H -1.448 8.312 -2.304
H 0.727 8.532 -3.069
H 2.510 6.568 -2.587
H 1.700 4.516 -1.493
N 4.537 0.799 -1.728
C 5.056 1.266 -0.581
O 6.228 1.540 -0.474
C 4.059 1.394 0.571
C 4.592 1.424 1.887
C 3.721 1.538 2.962
C 2.368 1.684 2.699
N 1.880 1.631 1.469
C 2.690 1.546 0.419
H 5.141 0.863 -2.529
H 3.556 0.558 -1.874
H 5.666 1.342 2.058
H 4.070 1.519 3.983
H 1.704 1.934 3.539
H 2.215 1.545 -0.555
C -2.400 -3.099 0.898
C -1.757 -3.370 -0.463
C -2.869 -2.817 -1.392
C -1.546 -4.867 -0.724
Si -0.015 -2.414 -0.623
Br -0.529 -0.238 -0.874
C 0.837 -2.642 -2.328
C -0.215 -2.507 -3.411
C 1.506 -4.064 -2.380
C 1.957 -1.654 -2.576
C 1.003 -2.636 1.010
C 2.453 -2.153 0.715
C 0.489 -1.865 2.187
C 1.071 -4.153 1.404
H -3.391 -3.476 0.907
H -2.509 -2.041 1.101
H -1.859 -3.600 1.732
H -3.798 -3.499 -1.264
H -2.628 -2.859 -2.411
H -3.058 -1.833 -1.106
H -2.429 -5.369 -0.304
H -0.631 -5.213 -0.293
H -1.570 -5.077 -1.761
H -1.028 -3.234 -3.355
H 0.299 -2.629 -4.399
H -0.611 -1.490 -3.299
H 0.795 -4.847 -2.491
H 2.020 -4.244 -1.423
H 2.246 -4.188 -3.177
H 1.585 -0.615 -2.522
H 2.297 -1.882 -3.580
H 2.798 -1.891 -1.931
H 2.511 -1.048 0.582
H 2.867 -2.655 -0.134
H 3.097 -2.449 1.590
H 0.634 -0.774 2.087
H 1.020 -2.176 3.078
H -0.596 -2.011 2.426
H 1.397 -4.699 0.489
H 0.134 -4.537 1.748
H 1.806 -4.306 2.199

***

No. 3
11
Properties=species:S:1:pos:R:3 method="wB97M-V/def2-TZVPD" homo_lumo_gap_ev=9.874 smiles="NC1=N[NH2+]C([O-])=N1" relative_energy_ev=0.9137 multiplicity=1 e_homo_ev=-9.25 total_energy_ha=-372.86675 molar_mass_g_mol=100.08
N 2.084 0.327 -0.015
C 0.751 0.119 0.004
N 0.227 -0.925 0.635
N -1.156 -0.752 0.341
C -1.291 0.661 -0.394
O -2.417 1.070 -0.500
N -0.049 1.034 -0.619
H 2.709 -0.400 0.293
H 2.430 1.041 -0.634
H -1.495 -1.522 -0.241
H -1.793 -0.652 1.133

***

No. 4
87
Properties=species:S:1:pos:R:3 method="wB97M-V/def2-TZVPD" homo_lumo_gap_ev="7.713 / 4.869" relative_energy_ev=0.4797 multiplicity=6 e_homo_ev="-18.42 / -18.52" charge=+4 total_energy_ha=-2994.34618 molar_mass_g_mol=835.06
Ir 0.190 -1.628 0.353
C 2.314 -0.831 4.412
C 1.487 -0.859 3.177
N 1.890 -1.240 2.012
N 3.147 -1.671 1.771
C 3.540 -2.008 0.522
N 4.758 -2.481 0.321
S 2.491 -1.779 -0.796
C 0.073 -0.443 3.263
C -0.453 0.126 4.426
C -1.802 0.448 4.492
C -2.605 0.207 3.387
C -2.012 -0.348 2.259
N -0.721 -0.655 2.194
H 3.250 -1.375 4.321
H 1.762 -1.266 5.243
H 2.559 0.201 4.668
H 3.793 -1.821 2.546
H 5.450 -2.598 1.049
H 5.044 -2.748 -0.613
H 0.167 0.306 5.287
H -2.214 0.869 5.396
H -3.660 0.432 3.403
H -2.616 -0.555 1.382
C -1.689 -6.239 2.736
N -2.096 -5.605 1.511
C -3.229 -5.907 0.821
C -3.215 -5.194 -0.338
N -2.071 -4.429 -0.345
C -1.404 -4.673 0.825
S 0.039 -3.973 1.380
C -1.555 -3.797 -1.499
C -1.703 -4.455 -2.718
C -1.129 -3.906 -3.853
C -0.459 -2.694 -3.740
C -0.401 -2.086 -2.500
N -0.914 -2.629 -1.388
H -2.180 -7.207 2.820
H -1.972 -5.634 3.598
H -0.610 -6.397 2.739
H -3.956 -6.604 1.196
H -3.946 -5.165 -1.124
H -2.225 -5.399 -2.776
H -1.201 -4.415 -4.803
H 0.022 -2.241 -4.593
H 0.071 -1.123 -2.374
O 0.127 0.691 -0.800
P 0.184 2.136 -1.146
N 1.282 2.945 -0.177
C 2.338 2.240 0.528
C 2.512 3.014 1.827
C 2.238 4.453 1.381
C 1.155 4.306 0.312
N 0.636 2.499 -2.722
C 1.973 2.822 -3.168
C 2.303 1.703 -4.153
C 0.957 1.483 -4.855
C -0.093 1.890 -3.812
N -1.324 2.856 -1.039
C -2.164 2.581 0.113
C -3.453 3.347 -0.159
C -2.944 4.578 -0.911
C -1.809 4.016 -1.765
H 3.260 2.305 -0.063
H 2.083 1.183 0.643
H 3.510 2.906 2.242
H 1.781 2.687 2.567
H 3.141 4.884 0.954
H 1.917 5.087 2.203
H 1.263 5.032 -0.500
H 0.161 4.454 0.751
H 2.675 2.915 -2.343
H 1.940 3.777 -3.706
H 2.613 0.808 -3.608
H 3.087 1.981 -4.852
H 0.825 0.457 -5.189
H 0.886 2.129 -5.729
H -0.695 1.058 -3.433
H -0.795 2.624 -4.230
H -1.676 2.975 1.018
H -2.284 1.503 0.230
H -3.971 3.607 0.761
H -4.124 2.761 -0.786
H -2.572 5.328 -0.212
H -3.723 5.041 -1.511
H -1.015 4.737 -1.975
H -2.217 3.694 -2.733